# C17H12BF10MnN3O7S2

C17H12BF10MnN3O7S2 as an isolated structure (ωB97M-V with the def2-TZVPD basis set, the Open Molecules 2025 dataset).

Properties
* <S²>: 8.75
* net charge: -2
* strongest force on any atom: 0.25 eV Å⁻¹
* spin multiplicity: 6
* HOMO energy (spin up / spin down): -2.1779 / -2.2693 eV
* gap between HOMO and LUMO (spin up / spin down): 6.75 / 6.85 eV
* LUMO (spin up / spin down): 4.576 / 4.576 eV

CARTESIAN COORDINATES (ANGSTROEM)
1 Mn -0.57811 -0.29488 -0.38285
2 S -3.58472 1.56209 -0.02896
3 S -1.46299 3.27077 -0.59982
4 F -4.33137 2.45323 2.32664
5 F -4.04574 0.31240 2.22300
6 F -2.33345 1.63113 2.30029
7 F -1.51747 4.32284 1.83279
8 F -1.04376 -2.41348 -0.63267
9 F -1.60468 -4.45445 -1.53927
10 F -1.33889 -4.25202 0.73284
11 F -2.09574 5.69324 0.26803
12 F -0.02011 5.15051 0.51297
13 F 0.49197 -4.13483 -0.65348
14 O -0.56111 2.27629 -0.08281
15 O -0.25047 -0.42046 1.67543
16 O -1.21438 3.85679 -1.87835
17 O -4.97809 1.51552 -0.34071
18 O -2.75713 0.45297 -0.44609
19 O -0.31123 0.02711 -5.15100
20 O -0.11663 0.00057 -2.33080
21 N 1.55563 -0.65681 -0.14702
22 N -2.99943 2.96660 -0.39080
23 N 1.98644 -0.80378 1.16446
24 C 2.60637 -0.87733 3.90223
25 C 0.89382 -0.39468 -3.03449
26 C 0.52670 -0.68542 5.73027
27 C 1.83046 -0.83483 6.18054
28 C 2.39104 -0.94835 -1.06502
29 C -3.55708 1.48444 1.81743
30 C 0.97278 -0.64452 1.97881
31 C 1.29810 -0.72560 3.44643
32 C 3.09963 -1.12031 -4.70325
33 C 1.88337 -0.71164 -5.25425
34 C 3.20406 -1.18945 -3.33341
35 C -1.60784 -0.11796 -4.58062
36 C 2.86995 -0.93097 5.26150
37 C 2.13338 -0.84012 -2.49581
38 C 0.26158 -0.63022 4.36894
39 C 0.80870 -0.36771 -4.46323
40 C -1.27217 4.68672 0.57568
41 B -0.86544 -3.85406 -0.51646
42 H -0.74511 -0.51170 3.99181
43 H 3.38004 -1.30705 -0.77510
44 H 3.92827 -1.39343 -5.34399
45 H -0.28828 -0.61258 6.44110
46 H -1.79717 0.61811 -3.80439
47 H -2.29461 0.02826 -5.41608
48 H 4.12776 -1.52121 -2.87183
49 H 3.39830 -0.95357 3.17024
50 H 3.89074 -1.04902 5.60697
51 H 1.74490 -0.66337 -6.32850
52 H 2.03843 -0.87785 7.24388
53 H -1.74923 -1.11591 -4.16120